Record 1
ORCA calculation (ωB97M-V/def2-TZVPD) on a 10-piece molecular cluster, C45H63N10O overall.

Kohn-Sham gap   4.14 eV
Charge   +1

```
119
Properties=species:S:1:pos:R:3:forces:R:3
C -1.88264 1.42230 2.33012 -1.5868 -3.2589 4.4710
C -0.57764 1.51830 1.71012 2.0642 -0.0172 2.2973
C 0.26436 0.42330 2.38212 -1.3322 1.0368 0.6520
C 1.52236 0.00830 1.59912 -2.2488 -0.0697 1.0443
C 1.07936 -0.57870 0.20912 2.1797 1.1067 2.5684
C 0.37536 0.64430 -0.57688 1.0665 -4.7482 -1.9694
N -0.66264 1.29830 0.33612 -3.3776 1.2031 -6.8861
O -1.63064 1.76030 -0.35688 3.4108 -1.6119 3.7245
C -0.27364 -0.08670 -1.93688 -3.8955 2.6446 4.1617
C 1.32036 1.72230 -1.04288 -1.7375 2.5335 -0.2397
C -0.03864 2.98730 1.94212 -0.7479 -1.2936 -4.6486
H -2.03964 1.54730 3.61012 1.1334 -0.7785 -4.0192
H -2.46564 0.56730 1.90612 0.7434 -0.3029 1.0408
H -2.50364 2.08130 1.99312 -3.4837 4.8503 -1.8137
H -0.44964 -0.42470 2.33212 0.6351 0.0154 0.4997
H 0.16336 0.85530 3.49812 1.3770 -1.5333 -2.1969
H 1.93336 -0.63170 2.33812 1.0580 -1.4861 -0.1189
H 2.19036 0.79330 1.48512 1.3748 1.6496 -0.2525
H 0.33436 -1.30570 0.58312 0.3395 -0.2642 -1.3496
H 2.16036 -1.01570 -0.13688 -3.2767 1.0241 -0.3703
H 0.46236 -0.38970 -2.54988 2.9974 -0.3969 -2.1370
H -0.95864 0.73530 -2.35988 0.9103 -1.7959 0.1385
H -0.76464 -1.06770 -1.66888 -0.0886 1.3560 -0.0301
H 0.66836 2.62230 -1.31588 0.6716 -1.1443 -0.3700
H 2.03636 1.56130 -1.87488 -0.4547 -0.5392 0.8281
H 1.72336 2.14030 -0.15588 1.5357 0.2156 0.6217
H -0.65364 3.54830 1.17612 0.6834 0.3051 1.6376
H 0.99636 3.08830 1.73112 0.9733 -0.0849 -0.5906
H -0.10864 3.11530 2.94112 -1.0365 1.0226 3.1103
N 1.41236 6.89030 -1.98188 1.2537 -2.4586 4.1011
C 1.09636 6.77530 -0.51788 5.6324 -7.2339 -3.2205
C 1.64136 5.46830 0.03812 1.0336 5.1915 -8.2720
C 2.49036 4.96930 -1.07488 -2.8298 3.3920 -1.5158
C 2.28736 5.84630 -2.27088 2.1058 -2.9972 0.8332
H 1.32736 7.76130 -2.48988 -0.0044 -0.3101 0.0690
H 0.36736 7.30030 -0.19088 -4.5927 3.7539 2.3197
H 1.59336 4.90530 0.86912 -0.6314 -0.8494 3.1447
H 3.02136 4.03430 -1.04288 0.2810 0.0058 -0.3028
H 2.90636 5.54930 -3.30088 -2.1530 1.5953 2.7922
N 0.52936 -2.33570 5.42512 1.1537 -2.5340 -1.3965
C 1.72836 -2.88370 5.83712 -1.2065 -2.8866 -6.0539
C 2.09036 -3.90070 4.65212 -0.6920 3.4842 4.8218
C 1.09036 -3.83870 3.69312 -1.4736 1.8278 1.2286
C 0.06236 -2.90170 4.25112 0.5795 1.0500 -0.9559
H -0.04964 -1.59670 5.77612 0.3563 0.1374 0.7271
H 2.19436 -2.73170 6.75112 0.6810 0.4165 1.3581
H 3.00436 -4.46670 4.81212 -0.3506 -0.0727 -0.6923
H 1.20036 -4.34070 2.71212 -0.7770 0.4590 0.8470
H -0.86764 -2.25570 3.94312 1.8359 -2.0606 -0.3483
N -2.33864 -3.95770 2.18812 -3.4371 0.3809 3.8589
C -3.20264 -2.92970 1.96812 4.9370 0.6286 -8.0037
C -2.79164 -2.37970 0.56812 3.3323 -6.6796 6.1814
C -1.65164 -3.26570 0.16312 -2.0195 -0.4734 0.9338
C -1.45264 -4.26470 1.23212 -6.6498 14.5635 -3.5926
H -2.62464 -4.43170 3.11612 1.8010 0.2574 -2.2763
H -3.87064 -2.56170 2.61212 -2.3433 1.0172 2.5204
H -3.35564 -1.75570 0.04712 -1.8956 2.9541 -2.3058
H -1.25764 -3.28670 -0.90688 -0.3320 0.0253 1.9857
H -1.11564 -5.06270 1.33412 6.5221 -12.4203 0.8094
N -3.56764 -3.97770 -3.94288 0.7048 0.9317 -2.4453
C -3.31464 -3.83670 -5.35588 0.0468 4.3620 1.6576
C -3.11264 -2.33770 -5.63388 -0.5772 -3.9665 3.4682
C -3.16664 -1.64270 -4.22588 -1.1144 -6.8156 -1.1389
C -3.47664 -2.77870 -3.26488 -0.5251 2.0822 -0.6670
H -3.86164 -4.87670 -3.56188 0.1942 0.6869 0.0670
H -3.25564 -4.73570 -5.99688 -0.2346 0.9211 0.4406
H -3.02264 -2.08970 -6.72588 0.1892 0.5137 1.6688
H -2.92264 -0.67070 -3.89888 -0.0258 0.9136 -0.0809
H -3.84864 -2.79170 -2.12488 1.2997 0.3119 -2.9015
N -0.88464 -0.86370 7.53912 -1.6261 2.8895 -2.1918
C -0.13464 0.21330 7.05612 -7.1094 0.0018 -3.2099
C -1.08164 0.85130 6.06112 4.4326 0.4169 1.2155
C -2.28364 0.10630 6.02112 -1.8968 -2.0648 -0.4498
C -2.21364 -0.92770 7.01212 2.9603 1.4673 -0.9893
H -0.53264 -1.38770 8.25512 0.6541 -1.8652 2.1676
H 0.85336 0.42430 7.26212 1.6958 0.2959 0.6952
H -0.60264 1.78330 5.49112 -1.8520 -2.2298 1.0702
H -3.18964 0.02930 5.21312 2.4564 0.9180 2.2337
H -2.85464 -1.77170 7.25812 0.1800 0.4621 -0.0823
N 4.69436 1.58630 -5.83988 -1.4475 2.8256 1.7735
C 4.43836 2.85830 -5.28988 -5.1813 -2.6446 0.4354
C 2.99336 2.84130 -4.83988 1.7848 -2.6801 -0.9115
C 2.47636 1.46830 -4.96088 5.9107 -0.5206 -3.6145
C 3.64636 0.78530 -5.69388 -2.9593 1.1515 1.5155
H 5.48636 1.34230 -6.38688 0.6198 0.0056 -0.2392
H 5.11036 3.59230 -5.51888 1.3170 2.0527 -0.0903
H 2.27436 3.59530 -4.52088 1.0029 0.3260 0.1589
H 1.58836 0.84530 -4.93088 -0.2819 0.9577 0.5319
H 3.82336 -0.08170 -6.27288 -0.9026 -1.4642 0.1036
N 4.75836 0.92530 -2.76188 2.8334 3.1288 -1.6741
C 5.07136 1.90230 -1.83288 -1.5962 -1.4928 4.4726
C 4.84136 1.25030 -0.44188 1.1275 -1.1717 -5.9351
C 4.66036 -0.23570 -0.77188 0.5082 5.1357 -4.4170
C 4.66436 -0.31870 -2.28288 -0.8185 -1.1470 2.5609
H 5.04136 1.17830 -3.77488 -1.0480 -0.9651 2.2474
H 5.35536 2.98830 -2.03588 -0.6815 -1.9649 -0.0617
H 5.03236 1.82730 0.46412 -0.2141 -0.6876 -0.1172
H 4.51836 -0.96870 -0.06588 -0.1941 -1.7327 1.1777
H 4.55636 -1.09970 -3.12588 0.0825 0.8910 2.2093
N -0.26264 -3.57170 -3.96788 2.6597 2.1595 0.2006
C 0.32136 -2.61070 -4.83988 6.3078 -2.0078 8.8879
C 1.70636 -2.24570 -4.29488 -5.7185 -2.7144 2.7912
C 1.75536 -2.84670 -2.86488 -1.5676 -1.3299 -2.9225
C 0.52036 -3.75570 -2.77688 1.1552 1.8441 -0.4881
H -1.20264 -3.90570 -4.17188 0.3454 -0.0818 0.4364
H 0.12436 -2.43370 -5.76188 -2.2545 0.8782 -5.6930
H 2.31836 -1.50670 -4.76488 0.4713 0.0977 0.0328
H 2.73336 -2.74670 -2.21588 -2.5975 -0.5213 -1.0934
H 0.06936 -4.43570 -1.91188 1.4213 1.6897 -2.2141
N -5.65064 0.06930 1.42512 1.4712 1.5004 1.5362
C -5.46164 0.41530 2.80012 1.3829 9.5615 -8.6117
C -5.23764 1.99630 2.75712 -1.0587 -5.9133 -1.6582
C -5.24664 2.41130 1.42712 -0.4751 -7.0152 -1.2978
C -5.40464 1.14330 0.53612 -0.8133 1.0609 3.2535
H -5.77864 -0.92970 1.17912 0.1076 1.2941 -0.1226
H -5.65064 -0.20070 3.49312 -1.3132 -4.4543 5.2379
H -5.18764 2.58130 3.61412 0.1790 0.8771 1.2979
H -5.15164 3.32830 0.99912 0.3044 2.4790 -0.8433
H -5.55664 0.95130 -0.55288 0.2737 0.5581 1.2179
```
Forces are in eV/Å.



Record 2
ORCA calculation (ωB97M-V/def2-TZVPD) on C23H27AsBiN7O11S2 as an isolated structure.

Kohn-Sham gap   8.18 eV

```
72
Properties=species:S:1:pos:R:3:forces:R:3
Bi -0.66021 0.32019 -0.46514 -0.6454 -1.0367 -0.1109
C 4.11173 -4.37250 -1.14243 0.0730 -0.0181 -0.1897
O 3.97322 -4.21268 0.25114 -0.0398 0.1142 0.3514
C 3.26722 -3.14191 0.70493 -0.2196 0.0916 0.0401
C 3.04332 -3.09138 2.08663 0.1418 -0.1745 -0.0313
C 2.30181 -2.06470 2.61661 -0.0734 -0.0686 -0.1199
C 1.69084 -1.10869 1.80303 0.1456 -0.1276 -0.5186
C 0.82424 -0.08521 2.39561 -0.0218 -0.0349 0.4716
C 1.44832 0.79456 3.42353 -0.3015 0.2625 0.0286
O -0.34794 0.04830 2.04607 0.2131 0.0309 0.0471
C 1.91888 -1.14412 0.41179 0.1079 -0.2784 0.1646
O 1.44279 -0.25449 -0.43491 0.0845 -0.1507 0.2156
C 2.73853 -2.15731 -0.10722 0.1503 -0.1689 -0.1451
H 4.62244 -5.32429 -1.28119 -0.0619 0.0736 -0.0436
H 4.71666 -3.57316 -1.57679 -0.0080 0.0168 -0.0187
H 3.13687 -4.39430 -1.64106 0.0457 -0.0181 0.0097
H 3.46136 -3.86561 2.70697 0.0830 -0.1025 0.1295
H 2.13155 -2.03730 3.68315 0.0236 0.0317 0.1324
H 2.08114 0.23775 4.10936 0.0553 -0.0629 0.0177
H 0.69813 1.37630 3.95471 0.0016 -0.0093 -0.0058
H 2.09889 1.46710 2.85370 0.0385 0.0221 0.0676
H 2.91715 -2.12762 -1.16992 -0.0193 -0.0654 -0.0848
O -2.18381 4.62474 -1.62567 0.8398 -0.1634 -0.1250
As -1.08804 3.66375 -0.49789 -1.4539 2.0655 -1.3752
O -1.69607 3.98413 0.94598 -0.0494 -0.1038 1.3736
O -1.51866 2.19125 -1.20644 0.4030 -0.0303 0.2174
C 0.54431 4.65876 -0.94350 -0.5481 -0.3035 0.0849
C 0.43675 5.91078 -1.53477 -0.3039 -0.0529 -0.1306
C 1.56860 6.69002 -1.71685 0.0124 -0.0149 0.0760
C 2.80332 6.24216 -1.27208 -0.0731 -0.1015 0.0561
C 2.90898 4.99356 -0.67963 0.1595 -0.0740 0.2050
C 1.77719 4.21528 -0.51782 0.0051 -0.4257 -0.0367
S 1.92719 2.46364 -0.22541 0.8873 0.7387 -0.2498
O 2.13232 2.03680 -1.60729 0.2195 0.0354 0.1404
O 2.97789 2.16776 0.70038 -0.0323 0.0725 0.0339
O 0.56822 2.08492 0.29855 0.3971 0.6911 0.0931
H -3.03001 4.68131 -1.17396 -0.0828 0.0313 0.1960
H -0.53672 6.24361 -1.86829 0.0414 0.0665 0.0486
H 1.48214 7.65158 -2.20059 -0.0125 0.0760 -0.0189
H 3.68572 6.85129 -1.40256 0.0477 0.0327 0.0004
H 3.86147 4.60572 -0.35338 0.1380 -0.0254 0.0092
N 0.24549 0.61308 -2.66841 0.1642 -0.2112 0.4308
N -0.56985 1.38897 -3.50172 0.2656 0.1315 -0.5069
C -1.90869 1.26732 -3.32137 -1.1864 0.1435 -0.5368
N -2.72270 2.17755 -3.85518 -0.0064 0.0329 -0.0104
N -2.27883 0.15153 -2.70868 1.7194 -0.3659 0.0214
N -3.52952 -0.12598 -2.39737 -0.2655 0.3311 -0.1159
O -4.46846 0.40776 -2.95967 -0.6503 0.1639 -0.2339
O -3.66382 -0.96623 -1.52059 -0.4704 -0.3017 0.4033
H 1.12790 1.10515 -2.37774 -0.3234 -0.0414 -0.4110
H 0.44346 -0.30062 -3.07095 -0.0495 0.2339 -0.1075
H -0.23184 2.33115 -3.66700 0.0227 -0.2546 0.0428
H -2.39458 3.12647 -3.94927 -0.0008 0.0225 0.0891
H -3.71746 2.03004 -3.69859 0.3773 0.0038 -0.0292
N -0.28330 -4.00814 0.37959 -0.3535 0.0596 0.1735
C -0.98064 -3.03952 -0.22823 0.2089 -0.5250 -0.1510
S -0.40616 -2.34233 -1.64181 0.0540 -0.4015 -0.5039
N -2.16383 -2.65343 0.26632 -0.2050 0.3002 0.0227
C -2.73536 -3.02273 1.49703 -0.1735 -0.2232 0.4723
C -4.10995 -3.23650 1.54277 0.1872 -0.0077 -0.0741
C -4.71464 -3.59567 2.73238 0.0048 0.0345 0.0365
C -3.95922 -3.72503 3.88691 -0.0049 0.0288 0.0722
C -2.59772 -3.47557 3.84906 0.0035 -0.0858 -0.0248
C -1.97762 -3.12959 2.66071 -0.0388 0.1009 -0.0928
H 0.61090 -4.26443 0.00083 0.0447 0.0876 0.0097
H -0.67361 -4.52450 1.15218 0.1033 0.0100 -0.0236
H -2.75492 -2.10174 -0.35917 0.3664 -0.1057 -0.0111
H -4.68506 -3.11475 0.63727 -0.1132 -0.0298 -0.0965
H -5.77836 -3.77504 2.75924 -0.1028 0.0057 -0.0095
H -4.43101 -3.99882 4.81780 -0.0570 -0.0331 0.0770
H -2.00773 -3.54371 4.75021 0.0453 -0.0127 0.0950
H -0.92062 -2.90468 2.64612 0.0660 0.0683 -0.0127
```
Forces are in eV/Å.